This record from the Open Molecules 2025 dataset describes a cluster of 2 separate species, C5H15N3 in total. The level of theory is ωB97M-V with the def2-TZVPD basis set.

The energy above the lowest of the compared OMol25 structures with the same formula, charge and spin is 6.103 eV. The value obtained for the largest force on an atom is 3.72 eV Å⁻¹. As for the electronic energy: -9893.0483 eV. Its LUMO energy (alpha / beta) is 0.0328 / 0.0284 Ha. As for the HOMO energy (alpha / beta): -7.00 / -6.63 eV.

Geometry as XYZ:
```
23
C5H15N3, DFT ωB97M-V with the def2-TZVPD basis set
C -1.6394 0.2629 -1.4349
C 0.7401 0.2049 -2.3893
C 0.0315 -1.5258 -0.8451
C -0.7045 0.7283 2.5725
C -0.1577 -0.1660 -1.2974
N 1.5584 -0.2776 2.1585
N 0.4296 1.1264 0.5512
N 0.4170 0.2804 1.6191
H -2.2564 -0.5169 -2.0028
H -1.9498 0.3964 -0.3789
H -1.6493 1.1860 -2.0970
H 0.6332 -0.4739 -3.1936
H 1.8641 0.0750 -2.1978
H 0.6439 1.1705 -2.7391
H 0.4580 -2.1007 -1.6355
H 0.7437 -1.5790 0.1545
H -0.8755 -2.0748 -0.6470
H -1.4885 1.2862 2.0074
H -1.1090 -0.0327 3.1544
H -0.4063 1.5860 3.2788
H 1.2503 -1.1536 2.5206
H 2.0978 0.3759 2.6360
H 1.3689 1.2220 0.2053
```

Here are the Mulliken charges for atoms 1 to 2, given in e: C -1.25; C -1.78

***

This record from the Open Molecules 2025 dataset describes the ion C5H15N3 with charge +2. The level of theory is ωB97M-V with the def2-TZVPD basis set.

The energy above the lowest of the compared OMol25 structures with the same formula, charge and spin is 2.682 eV. As for the SMILES: C[C@@H]([NH3+])C/C([NH3+])=C/N. Its net charge is +2. The value obtained for the largest force on an atom is 4.68 eV Å⁻¹. As for the electronic energy: -9880.8774 eV. Its LUMO energy is -0.2476 Ha. As for the HOMO energy: -16.08 eV.

Geometry as XYZ:
```
23
C5H15N3, DFT ωB97M-V with the def2-TZVPD basis set
C -0.9195 2.3738 -0.1798
C -0.9761 0.9649 -0.5699
C 0.3829 0.3174 -0.8396
C 0.8589 -0.5039 0.3314
C 1.0996 -1.8344 0.2683
N 1.0317 -2.7944 1.2160
N 0.9295 0.2512 1.6240
N -1.9213 0.7491 -1.8509
H -0.0407 2.9108 0.2833
H -1.7455 2.6801 0.5924
H -0.9478 3.0672 -1.0359
H -1.5773 0.3993 0.1769
H 1.1178 1.0751 -1.1193
H 0.3450 -0.2653 -1.7516
H 1.3631 -2.2237 -0.7864
H 0.6776 -2.6393 2.1518
H 1.2022 -3.7778 1.0146
H 0.6485 1.2484 1.6270
H 0.4106 -0.2003 2.3914
H 1.9122 0.3055 1.9069
H -1.4684 0.3796 -2.7043
H -2.4416 1.6767 -2.1071
H -2.6245 0.0351 -1.5962
```

Here are the Mulliken charges for atoms 1 to 2, given in e: C -1.61; C 0.41

***

This record from the Open Molecules 2025 dataset describes a cluster of 2 separate species, C5H15N5 in total. The level of theory is ωB97M-V with the def2-TZVPD basis set.

The energy above the lowest of the compared OMol25 structures with the same formula, charge and spin is 2.269 eV. Its net charge is +2. The value obtained for the largest force on an atom is 6.29 eV Å⁻¹. As for the electronic energy: -12857.6419 eV. Its LUMO energy (alpha / beta) is -0.3478 / -0.3365 Ha. As for the HOMO energy (alpha / beta): -16.66 / -16.78 eV.

Geometry as XYZ:
```
25
C5H15N5, DFT ωB97M-V with the def2-TZVPD basis set
C -1.0187 1.5588 1.8880
C -0.5174 1.0892 -0.5598
C 2.4029 -2.5574 -0.7429
C -0.6583 -1.8625 -1.5758
C 1.7145 -1.2414 -1.4800
N -1.3441 0.8830 2.9848
N -0.9638 2.9134 1.9980
N -0.8880 2.2016 -1.1750
N -0.6630 0.8933 0.8258
N 0.4498 -1.2241 -1.0596
H 2.0334 -2.4210 0.2272
H 2.0878 -3.4339 -1.2843
H 3.4460 -2.4829 -0.7560
H -1.0453 -1.2069 -2.4435
H -1.4889 -2.0248 -0.8700
H -0.3417 -2.9159 -1.9069
H 1.7316 -1.3016 -2.5591
H 2.3002 -0.4473 -0.8871
H -1.5135 1.5280 3.7900
H -1.9266 0.0265 3.0432
H -0.9450 3.3583 2.8264
H -0.1844 3.3226 1.4239
H -1.4099 3.0197 -0.7633
H -0.8969 2.3361 -2.1661
H -0.3607 -0.0107 1.2222
```

Here are the Mulliken charges for atoms 1 to 2, given in e: C 0.67; C 0.01

***

This record from the Open Molecules 2025 dataset describes a cluster of 5 separate species, C5H15N5O10 in total. The level of theory is ωB97M-V with the def2-TZVPD basis set.

The energy above the lowest of the compared OMol25 structures with the same formula, charge and spin is 0.000 eV. As for the SMILES: C[N+](=O)[O-].C[N+](=O)[O-].C[N+](=O)[O-].C[N+](=O)[O-].C[N+](=O)[O-]. The value obtained for the largest force on an atom is 0.65 eV Å⁻¹. As for the electronic energy: -33339.7850 eV. Its LUMO energy is -0.0065 Ha. As for the HOMO energy: -10.35 eV.

Geometry as XYZ:
```
35
C5H15N5O10, DFT ωB97M-V with the def2-TZVPD basis set
C 0.0147 2.4550 -15.8388
N 0.8943 3.4886 -15.2208
O 2.0786 3.4598 -15.4901
O 0.3732 4.2889 -14.4731
H 0.6151 1.9325 -16.5742
H -0.8337 2.9526 -16.2933
H -0.2918 1.7891 -15.0383
C 1.5192 7.1049 -13.1778
N 0.3745 8.0570 -13.0764
O 0.6039 9.2339 -13.3130
O -0.7183 7.6170 -12.7852
H 1.3360 6.3043 -12.4684
H 2.4053 7.6790 -12.9432
H 1.5091 6.6769 -14.1736
C 1.7740 11.7806 -11.3129
N 0.4631 12.3396 -11.7604
O 0.4622 13.1078 -12.7023
O -0.5195 11.9721 -11.1532
H 2.5567 12.3822 -11.7569
H 1.7881 10.7546 -11.6668
H 1.7642 11.8680 -10.2319
C -2.1120 11.2315 -13.7570
N -2.9054 11.2881 -15.0257
O -2.7504 10.4001 -15.8342
O -3.6650 12.2292 -15.1670
H -1.9569 10.1794 -13.5497
H -2.7052 11.7360 -13.0054
H -1.1988 11.7837 -13.9459
C 4.4503 5.0593 -17.3465
N 3.9776 5.9703 -16.2822
O 2.7900 6.2208 -16.2448
O 4.8105 6.4162 -15.5233
H 3.8131 4.1820 -17.3620
H 5.4731 4.7905 -17.1079
H 4.3950 5.5785 -18.2990
```

Here are the Mulliken charges for atoms 1 to 2, given in e: C -0.74; N 0.86

***

This record from the Open Molecules 2025 dataset describes a cluster of 2 separate species, C5H15NO in total. The level of theory is ωB97M-V with the def2-TZVPD basis set.

As for the spin multiplicity: 2. The energy above the lowest of the compared OMol25 structures with the same formula, charge and spin is 0.723 eV. Its net charge is -1. The value obtained for the largest force on an atom is 1.25 eV Å⁻¹. As for the electronic energy: -8964.1548 eV. Its LUMO energy (alpha / beta) is 0.1352 / 0.1309 Ha. As for the expectation value of S²: 0.750. As for the HOMO energy (alpha / beta): 1.02 / -5.16 eV.

Geometry as XYZ:
```
22
C5H15NO, DFT ωB97M-V with the def2-TZVPD basis set
C 0.3973 1.3639 0.4446
N -0.3209 0.8242 -0.7039
C 0.5624 0.0605 -1.5697
C 0.5286 -1.4799 -1.4744
C -1.5472 0.1388 -0.3647
C -0.4844 2.2827 1.3069
H 1.2503 1.9464 0.0962
H 0.7996 0.5510 1.0729
H 1.6024 0.3054 -1.3713
H 0.4695 0.3154 -2.6378
H 1.1193 -1.8695 -2.2929
H 0.9814 -1.7585 -0.5424
H -0.4601 -1.9272 -1.4638
H -1.4065 -0.7581 0.2570
H -2.0163 -0.1777 -1.2879
H -2.2206 0.8043 0.1673
H -1.0389 2.9595 0.6644
H -1.1439 1.6729 1.9212
H 0.1269 2.9086 1.9583
H 1.0651 -2.9921 2.6518
H 1.0263 -2.8070 1.1773
O 0.7096 -2.3635 1.9910
```

Here are the Mulliken charges for atoms 1 to 2, given in e: C -0.62; N 0.14

***

This record from the Open Molecules 2025 dataset describes a cluster of 2 separate species, C5H15NO in total. The level of theory is ωB97M-V with the def2-TZVPD basis set.

The energy above the lowest of the compared OMol25 structures with the same formula, charge and spin is 1.376 eV. As for the SMILES: CC(C)CCN.O. The value obtained for the largest force on an atom is 3.67 eV Å⁻¹. As for the electronic energy: -8964.9826 eV. Its LUMO energy is 0.0273 Ha. As for the HOMO energy: -8.48 eV.

Geometry as XYZ:
```
22
C5H15NO, DFT ωB97M-V with the def2-TZVPD basis set
C 0.5974 1.6169 1.2274
C -0.3308 0.3874 1.1097
C 0.0508 -0.7370 0.1120
C -0.7986 -1.9324 0.4812
C 1.5484 -1.0267 -0.0911
N -0.0302 2.8525 0.7160
H 0.7993 1.9409 2.2423
H 1.5470 1.4132 0.7199
H -1.3422 0.7706 0.8994
H -0.4168 -0.0128 2.1086
H -0.1776 -0.3998 -0.9197
H -0.9975 -2.6626 -0.3114
H -0.2748 -2.5247 1.2608
H -1.7621 -1.5614 0.9012
H 1.7298 -1.8829 -0.7494
H 2.2199 -0.1874 -0.2139
H 1.9735 -1.5464 0.8271
H 0.2073 3.1856 -0.1958
H -0.8767 3.1465 1.1541
H -1.1231 0.4677 -4.0274
H -0.9602 -1.0254 -3.6074
O -1.5828 -0.2817 -3.6436
```

Here are the Mulliken charges for atoms 1 to 2, given in e: C -0.39; C -0.81

***

This record from the Open Molecules 2025 dataset describes a cluster of 2 separate species, C5H15NO in total. The level of theory is ωB97M-V with the def2-TZVPD basis set.

The energy above the lowest of the compared OMol25 structures with the same formula, charge and spin is 0.757 eV. As for the SMILES: CC[C@@H](C)CN.O. The value obtained for the largest force on an atom is 1.64 eV Å⁻¹. As for the electronic energy: -8965.6018 eV. Its LUMO energy is 0.0339 Ha. As for the HOMO energy: -9.47 eV.

Geometry as XYZ:
```
22
C5H15NO, DFT ωB97M-V with the def2-TZVPD basis set
C 0.1365 -0.2171 -1.4737
C -0.6440 0.4648 -0.2816
C 0.1524 1.5613 0.4072
C -1.0473 -0.5951 0.7792
C -2.3057 -0.1735 1.5873
N 1.5291 0.2073 -1.6055
H 0.1685 -1.2687 -1.2272
H -0.4308 -0.0664 -2.3839
H -1.5969 0.7687 -0.7060
H 0.1262 2.4757 -0.1909
H -0.3166 1.8118 1.3593
H 1.1968 1.2789 0.5054
H -0.2759 -0.6803 1.5505
H -1.1674 -1.5845 0.3471
H -3.0459 0.2626 0.9199
H -2.7561 -1.0708 2.0057
H -2.0290 0.5503 2.3488
H 1.9948 -0.3826 -2.3008
H 1.5739 1.1628 -1.9337
H 2.1691 -1.3134 0.2832
H 3.6348 -1.2903 -0.1209
O 2.9335 -1.9015 0.1307
```

Here are the Mulliken charges for atoms 1 to 2, given in e: C -1.06; C 0.76

***

This record from the Open Molecules 2025 dataset describes a cluster of 2 separate species, C5H15NO in total. The level of theory is ωB97M-V with the def2-TZVPD basis set.

The energy above the lowest of the compared OMol25 structures with the same formula, charge and spin is 0.864 eV. As for the SMILES: CC(C)[C@H](C)N.O. The value obtained for the largest force on an atom is 2.04 eV Å⁻¹. As for the electronic energy: -8965.4943 eV. Its LUMO energy is 0.0297 Ha. As for the HOMO energy: -9.36 eV.

Geometry as XYZ:
```
22
C5H15NO, DFT ωB97M-V with the def2-TZVPD basis set
C 0.0187 1.3059 0.7036
C 0.8934 0.8397 -0.4855
C 1.1322 -0.6902 -0.4075
C 2.0316 -1.1643 -1.5360
C -0.1234 -1.5169 -0.2617
N 0.4954 1.1897 -1.8632
H 0.0200 0.5214 1.4503
H 0.4800 2.1110 1.2749
H -1.0362 1.4388 0.4599
H 1.8767 1.2677 -0.2551
H 1.7016 -0.8581 0.5146
H 2.7401 -0.3812 -1.7881
H 1.4642 -1.4647 -2.4188
H 2.5209 -2.0995 -1.2624
H -0.5417 -1.5154 0.7228
H -0.9539 -1.0676 -0.8393
H -0.0398 -2.5027 -0.7054
H -0.2299 0.5254 -2.1084
H 0.0616 2.1072 -1.8033
H -4.1095 1.2442 4.0440
H -4.5330 0.2948 2.9416
O -3.8690 0.4151 3.6231
```

Here are the Mulliken charges for atoms 1 to 2, given in e: C -1.41; C 0.12

***

This record from the Open Molecules 2025 dataset describes a cluster of 2 separate species, C5H15NO in total. The level of theory is ωB97M-V with the def2-TZVPD basis set.

The energy above the lowest of the compared OMol25 structures with the same formula, charge and spin is 1.182 eV. As for the SMILES: CC(C)N(C)C.O. The value obtained for the largest force on an atom is 1.56 eV Å⁻¹. As for the electronic energy: -8965.1765 eV. Its LUMO energy is 0.0313 Ha. As for the HOMO energy: -7.75 eV.

Geometry as XYZ:
```
22
C5H15NO, DFT ωB97M-V with the def2-TZVPD basis set
C 1.7319 -0.8702 -0.7146
N 1.2063 0.4162 -0.2400
C 1.3280 0.5696 1.1857
C -1.2849 0.5721 -0.1866
C 0.0057 0.9154 -0.9164
C 0.1633 2.3938 -1.2241
H 1.2338 -1.7008 -0.1962
H 1.5649 -0.9719 -1.7785
H 2.7744 -0.9267 -0.4145
H 2.1013 -0.0670 1.5232
H 0.4294 0.2803 1.7438
H 1.5248 1.6087 1.4518
H -2.1123 1.0616 -0.6931
H -1.3102 0.9917 0.8188
H -1.5297 -0.4784 -0.0831
H -0.0282 0.3537 -1.8410
H -0.6100 2.7385 -1.9153
H 0.1199 3.0110 -0.3352
H 1.1316 2.5406 -1.7017
H -2.7227 -4.2572 2.6107
H -3.2395 -4.2213 1.1819
O -2.4780 -3.9595 1.7244
```

Here are the Mulliken charges for atoms 1 to 2, given in e: C -0.95; N 0.06

***

This record from the Open Molecules 2025 dataset describes a cluster of 2 separate species, C5H15NO2 in total. The level of theory is ωB97M-V with the def2-TZVPD basis set.

The energy above the lowest of the compared OMol25 structures with the same formula, charge and spin is 1.402 eV. As for the SMILES: CCN[C@H](C)CO.O. The value obtained for the largest force on an atom is 1.92 eV Å⁻¹. As for the electronic energy: -11012.5440 eV. Its LUMO energy is 0.0308 Ha. As for the HOMO energy: -9.13 eV.

Geometry as XYZ:
```
23
C5H15NO2, DFT ωB97M-V with the def2-TZVPD basis set
C 1.8918 2.3163 -0.3806
C 1.5313 0.9834 0.3265
N 0.6514 0.2038 -0.5680
C 0.8836 -2.2366 -0.7093
C 0.2243 -1.0643 0.0156
C -1.3303 -1.1307 -0.0573
O -1.8391 -1.8661 1.0671
H 2.8157 2.6409 0.0963
H 2.0860 2.1697 -1.4404
H 1.1391 3.0721 -0.2098
H 2.4506 0.4819 0.6355
H 0.9618 1.1597 1.2433
H 1.0846 0.1478 -1.4744
H 1.9592 -2.1386 -0.5776
H 0.5462 -3.2394 -0.4599
H 0.6249 -2.0783 -1.7661
H 0.4318 -1.2305 1.0824
H -1.7013 -1.6007 -0.9635
H -1.7837 -0.1308 -0.1117
H -1.3816 -1.4878 1.8205
H -1.2419 1.6854 0.5275
H -1.5810 2.9824 -0.2789
O -1.9454 2.2872 0.2635
```

Here are the Mulliken charges for atoms 1 to 2, given in e: C -1.10; C -0.58